(1)
{
  "formula": "C5H14N2O",
  "method": "the ωB97M-V functional and the def2-TZVPD basis",
  "symbols": ["C", "C", "C", "C", "N", "C", "N", "H", "H", "H", "H", "H", "H", "H", "H", "H", "H", "H", "H", "H", "H", "O"],
  "coordinates": [[-1.4101, 0.7178, 0.0348], [-0.0768, 0.1948, 0.5955], [0.1119, -1.2470, 0.1950], [0.8196, -2.1218, 0.8780], [1.0508, -3.4994, 0.4652], [1.8467, -3.7359, -0.5096], [-1.4978, 2.2186, 0.0405], [-1.4590, 0.4400, -1.0198], [-2.2063, 0.2644, 0.6319], [0.8032, 0.7277, 0.2180], [-0.0776, 0.3158, 1.6838], [-0.4501, -1.5072, -0.7033], [1.0266, -1.9817, 1.9352], [0.7425, -4.1806, 1.1577], [2.2177, -4.7215, -0.7742], [2.0106, -2.9015, -1.1822], [-0.8324, 2.5797, -0.6632], [-2.4361, 2.5821, -0.1280], [-1.1820, 2.5585, 0.9513], [-0.1456, 4.7299, -1.8824], [0.9425, 4.4651, -0.7067], [0.2017, 4.1022, -1.2175]],
  "forces_ev_per_a": [[0.43, -0.46, -0.28], [0.03, 0.14, 0.40], [-0.68, 0.33, -0.46], [-1.19, -0.47, 0.83], [0.86, 1.04, 0.16], [-1.03, -0.33, -0.46], [0.59, -0.82, 0.59], [-0.45, -0.12, 0.16], [-0.17, 0.36, -0.40], [-0.23, 0.23, -0.13], [0.17, -0.09, -0.05], [0.64, -0.31, -0.18], [0.62, 0.13, -0.21], [0.32, -0.45, -0.28], [-0.21, -0.09, 0.27], [0.58, 0.05, 0.19], [-0.06, 0.76, 0.04], [-0.02, -0.05, -0.14], [-0.13, 0.33, -0.06], [0.74, -0.15, 0.66], [-0.35, 0.35, -0.63], [-0.46, -0.38, -0.03]],
  "mulliken_charge": [-0.80, -0.43, -0.29, -0.53, 0.01, -0.08, -0.20, 0.42, 0.34, 0.37, 0.47, 0.39, 0.39, 0.35, 0.31, 0.29, 0.34, 0.36, 0.34, 0.33, 0.32, -0.67],
  "homo_lumo_gap_ev": 10.12,
  "spin_multiplicity": 1,
  "de_lowest_kcal_mol": 9.68,
  "total_charge": 2
}

---

(2)
{
  "formula": "C5H14N2O2",
  "method": "the ωB97M-V functional and the def2-TZVPD basis",
  "symbols": ["C", "C", "C", "C", "C", "N", "N", "O", "O", "H", "H", "H", "H", "H", "H", "H", "H", "H", "H", "H", "H", "H", "H"],
  "coordinates": [[1.1004, -0.1890, -0.4328], [-1.4483, -0.3585, -0.4284], [-0.5939, 0.0925, 0.6287], [2.2505, 0.4343, 0.3231], [-0.6612, 1.5400, 1.0352], [1.1107, 0.2370, -1.7895], [-2.6409, -0.3924, 1.0486], [1.1780, -1.6438, -0.2881], [-1.3123, -1.5487, -1.0457], [1.9381, -1.9809, -0.7867], [-0.5181, -2.0016, -0.6714], [-1.8670, 0.4016, -1.0853], [-0.3043, -0.6303, 1.3818], [0.3982, -0.2180, -2.3458], [2.0118, 0.1116, -2.2515], [-2.7899, -1.3983, 1.0760], [-3.4720, 0.0521, 0.6640], [2.2230, 0.1519, 1.3746], [3.2128, 0.0955, -0.0891], [2.2190, 1.5189, 0.2393], [-1.3332, 1.6425, 1.8846], [-1.0153, 2.1705, 0.2202], [0.3138, 1.9133, 1.3380]],
  "forces_ev_per_a": [[-0.79, 0.27, 1.88], [-3.62, -0.17, 2.83], [5.75, 0.24, -2.92], [0.02, -0.09, -0.16], [-0.04, -0.16, 0.17], [-0.38, 0.03, -0.05], [0.31, -0.16, -2.42], [0.05, 0.06, 0.08], [0.22, -0.07, 0.30], [-0.10, 0.13, 0.06], [-0.22, 0.26, -0.21], [0.06, -0.07, 0.09], [-0.34, -0.01, 0.05], [-0.02, -0.02, 0.01], [-0.12, 0.08, 0.22], [-0.37, 0.00, -0.06], [-0.30, -0.33, 0.16], [-0.01, -0.01, 0.01], [-0.04, 0.03, 0.02], [0.00, 0.02, 0.01], [-0.09, 0.05, -0.05], [-0.05, -0.04, -0.04], [0.08, -0.05, 0.02]],
  "mulliken_charge": [0.62, -0.44, 0.63, -1.69, -1.43, -0.57, -0.78, -0.62, -0.54, 0.29, 0.50, 0.40, 0.38, 0.24, 0.29, 0.23, 0.22, 0.31, 0.47, 0.39, 0.43, 0.27, 0.41],
  "homo_lumo_gap_ev": 8.72,
  "spin_multiplicity": 1,
  "de_lowest_kcal_mol": 94.45
}

---

(3)
{
  "formula": "C5H14N2O2",
  "method": "the ωB97M-V functional and the def2-TZVPD basis",
  "symbols": ["C", "C", "C", "C", "C", "N", "N", "O", "O", "H", "H", "H", "H", "H", "H", "H", "H", "H", "H", "H", "H", "H", "H"],
  "coordinates": [[0.6453, 1.7045, 0.2404], [-1.5357, -0.9991, 0.9783], [-0.0583, -0.9522, 0.5100], [0.8091, -0.4311, -1.7437], [2.1515, 1.5857, 0.2813], [0.0904, 0.0320, -0.5680], [-2.2542, -1.9841, 0.1990], [-0.0154, 1.7224, 1.3027], [-2.1238, 0.2709, 0.8673], [-1.4230, 0.9691, 1.1930], [-0.8649, 0.3277, -0.8046], [0.2917, 2.3065, -0.6170], [-1.5528, -1.3413, 2.0257], [-2.3533, -1.6542, -0.7572], [-3.1923, -2.0870, 0.5698], [0.5579, -0.6303, 1.3542], [0.2561, -1.9415, 0.1760], [1.8156, -0.7340, -1.4582], [0.3090, -1.2843, -2.2132], [0.8767, 0.3813, -2.4665], [2.4565, 0.7713, 0.9349], [2.5773, 1.4549, -0.7096], [2.5365, 2.5126, 0.7054]],
  "forces_ev_per_a": [[-0.09, 0.24, 0.12], [0.30, -0.41, 0.11], [-0.12, 0.11, 0.33], [-0.01, -0.11, -0.11], [-0.18, -0.11, 0.07], [-0.44, -0.08, -0.29], [-0.05, 0.06, 0.05], [0.26, 0.22, 0.26], [0.86, 0.98, 0.41], [-1.04, -0.89, -0.46], [0.40, 0.02, -0.04], [-0.07, -0.11, -0.08], [0.04, 0.04, -0.22], [-0.05, -0.02, 0.04], [0.00, 0.04, -0.06], [0.02, -0.04, -0.08], [-0.02, 0.04, 0.05], [0.00, 0.01, -0.02], [0.06, 0.04, -0.01], [0.04, 0.01, -0.03], [0.02, -0.07, 0.06], [0.07, 0.00, -0.09], [0.01, 0.05, 0.01]],
  "mulliken_charge": [0.45, 0.02, -0.87, -1.15, -1.14, -0.08, -0.64, -0.76, -0.64, 0.40, 0.39, 0.29, 0.37, 0.25, 0.26, 0.32, 0.47, 0.40, 0.34, 0.35, 0.28, 0.34, 0.36],
  "homo_lumo_gap_ev": 9.91,
  "spin_multiplicity": 1,
  "de_lowest_kcal_mol": 44.78
}

---

(4)
{
  "formula": "C5H14N2O4P",
  "method": "the ωB97M-V functional and the def2-TZVPD basis",
  "symbols": ["C", "C", "C", "C", "C", "N", "N", "O", "O", "O", "O", "P", "H", "H", "H", "H", "H", "H", "H", "H", "H", "H", "H", "H", "H", "H"],
  "coordinates": [[-2.3222, 0.3258, 0.3857], [-0.8828, -2.1198, 0.0224], [2.9472, -0.8637, 0.6266], [1.0499, 2.7470, -0.7198], [-0.8759, -0.6539, -0.2771], [-2.1333, 0.3024, 1.6826], [-1.2610, -0.4877, -1.6542], [-3.0780, 0.7779, -0.4385], [0.6896, 0.6329, 1.7071], [1.8853, -0.5079, -0.2574], [0.5079, 1.4218, -0.8313], [0.5763, 0.3153, 0.2605], [-1.9619, -2.5867, 0.1956], [-0.3714, -2.5025, 1.0590], [-0.4173, -2.6760, -0.7335], [2.9910, -0.4721, 1.6149], [3.8858, -0.5343, 0.2388], [3.0429, -1.9063, 0.5519], [1.9260, 2.8393, -1.3288], [1.6263, 2.8528, 0.2012], [0.2372, 3.4812, -0.7618], [-1.2563, 0.1268, 2.0959], [-2.9758, 0.7484, 2.2590], [-2.1598, 0.0618, -1.7437], [-1.2771, -1.4345, -2.0441], [-0.3926, 0.1120, -2.1110]],
  "forces_ev_per_a": [[3.50, -1.81, -0.73], [-1.87, -2.08, 4.95], [1.08, -0.04, -0.76], [0.91, 0.28, 1.40], [-2.43, 1.78, 1.88], [-5.91, 2.32, 1.21], [3.82, 1.64, -2.81], [0.12, -0.49, 0.97], [-0.88, -0.14, -1.26], [-1.61, 1.01, 0.61], [-0.83, 0.67, -0.52], [2.72, -1.50, 0.66], [1.96, 1.23, -0.70], [-0.90, 1.47, -2.51], [0.87, -0.81, -1.18], [-1.13, 0.19, 0.87], [0.51, 0.67, -0.92], [-0.17, -1.55, 0.58], [-0.34, 0.25, -1.65], [-0.88, -0.08, 0.80], [0.56, -0.22, -0.40], [1.20, -0.22, 0.57], [2.78, -1.20, -1.23], [0.25, -0.29, 0.15], [-0.35, 0.55, -0.65], [-2.94, -1.63, 0.67]],
  "mulliken_charge": [0.56, -1.61, -0.83, -0.77, 0.30, -0.22, -0.14, -0.59, -0.78, -0.32, -0.43, 0.95, 0.36, 0.29, 0.61, 0.37, 0.32, 0.31, 0.35, 0.31, 0.31, 0.20, 0.34, 0.37, 0.35, 0.42],
  "homo_lumo_gap_ev": 11.19,
  "spin_multiplicity": 1,
  "de_lowest_kcal_mol": 55.79,
  "smiles": "COP(=O)(OC)[C@](C)([NH3+])C(N)=O",
  "total_charge": 1
}

---

(5)
{
  "formula": "C5H14N2OP",
  "method": "the ωB97M-V functional and the def2-TZVPD basis",
  "symbols": ["C", "C", "P", "O", "C", "N", "C", "C", "N", "H", "H", "H", "H", "H", "H", "H", "H", "H", "H", "H", "H", "H", "H"],
  "coordinates": [[-2.0324, -1.0436, 0.5790], [-0.7740, -0.2647, 0.1980], [-1.3804, 1.3117, -0.6153], [-2.7344, 1.7315, -0.2255], [0.0534, -1.1553, -0.7172], [1.3607, -0.4895, -1.1159], [1.9190, 0.5678, -0.1736], [1.3439, 0.5730, 1.2529], [0.0338, -0.0621, 1.3877], [-2.6550, -1.2504, -0.2928], [-1.7419, -1.9799, 1.0579], [-2.6368, -0.4563, 1.2693], [-0.3469, 2.2245, -0.3201], [-1.1609, 1.0838, -1.9994], [0.3170, -2.0565, -0.1645], [-0.4628, -1.4241, -1.6378], [1.2236, -0.0492, -2.0257], [2.0625, -1.2145, -1.2671], [1.7375, 1.5171, -0.6725], [2.9944, 0.4160, -0.1359], [1.3362, 1.6219, 1.5630], [2.0421, 0.0520, 1.9101], [-0.4988, 0.3469, 2.1456]],
  "forces_ev_per_a": [[-0.01, -0.03, 0.02], [0.05, -0.05, -0.10], [-0.01, 0.00, 0.05], [0.05, -0.03, 0.02], [-0.02, 0.07, 0.05], [0.03, -0.11, -0.02], [-0.08, 0.14, 0.01], [0.09, -0.20, -0.03], [-0.06, 0.17, 0.02], [0.02, -0.01, 0.02], [-0.03, 0.02, -0.01], [0.00, -0.02, -0.02], [0.01, 0.04, -0.03], [-0.01, -0.01, -0.01], [-0.03, 0.04, -0.01], [0.02, 0.01, 0.03], [0.07, -0.01, 0.02], [-0.06, -0.01, 0.04], [-0.04, -0.01, 0.03], [0.00, 0.04, -0.04], [0.02, -0.01, 0.00], [-0.03, 0.03, 0.00], [0.01, -0.06, -0.04]],
  "mulliken_charge": [-1.79, 0.99, 0.47, -0.61, -1.17, -0.07, -0.71, -0.63, -0.30, 0.45, 0.44, 0.45, 0.01, 0.04, 0.45, 0.44, 0.39, 0.38, 0.34, 0.39, 0.30, 0.42, 0.33],
  "homo_lumo_gap_ev": 9.22,
  "spin_multiplicity": 1,
  "de_lowest_kcal_mol": 19.19,
  "smiles": "C[C@]1([PH2]=O)C[NH2+]CCN1",
  "total_charge": 1
}

---

(6)
{
  "formula": "C5H14N2OP",
  "method": "the ωB97M-V functional and the def2-TZVPD basis",
  "symbols": ["C", "C", "C", "C", "C", "N", "N", "O", "P", "H", "H", "H", "H", "H", "H", "H", "H", "H", "H", "H", "H", "H", "H"],
  "coordinates": [[-0.9815, -0.5476, 0.3518], [-2.0624, -1.3763, 0.9135], [-2.4966, 1.2481, 0.0114], [-0.0327, 1.3058, -0.8458], [3.1670, -0.2191, -1.0026], [-1.1250, 0.6282, -0.1637], [0.2401, -1.0363, 0.2028], [2.6648, 1.1144, 1.3358], [2.5648, -0.1675, 0.6811], [-3.0522, -1.4243, 0.2187], [-1.8204, -2.5061, 1.0809], [-2.3823, -1.1503, 2.0070], [-3.1777, 0.7771, -0.7948], [-2.9133, 0.8640, 1.0121], [-2.6100, 2.2569, -0.0130], [-0.4554, 1.8292, -1.6940], [0.4356, 1.9450, -0.0816], [0.6353, 0.5247, -1.1490], [3.6661, 0.6903, -1.4822], [3.8987, -1.0083, -1.1050], [2.4181, -0.6357, -1.6710], [0.4862, -1.7945, 0.8733], [2.9328, -1.3177, 1.3141]],
  "forces_ev_per_a": [[1.95, -0.79, -0.13], [-3.39, -2.76, 1.19], [-1.10, -5.30, -0.01], [-0.69, 0.24, 0.98], [0.50, 0.17, -1.32], [-3.32, 2.06, 0.27], [3.88, -1.55, 2.35], [-0.35, 0.46, 0.94], [-1.15, 0.63, -2.59], [2.40, 0.46, 1.72], [0.27, 2.09, -0.84], [0.44, 0.40, -1.95], [0.95, 0.93, 1.15], [0.68, 0.83, -1.54], [0.58, 2.97, -0.24], [0.19, 0.35, -0.02], [0.14, 0.16, -0.71], [0.31, 0.09, -0.51], [-1.09, -0.86, 1.22], [0.60, -0.35, 0.56], [-0.49, 0.37, -0.07], [-1.12, 0.27, -1.07], [-0.18, -0.87, 0.64]],
  "mulliken_charge": [1.09, -1.44, -1.02, -0.93, -0.96, 0.08, -0.74, -0.48, 0.76, 0.31, 0.36, 0.35, 0.32, 0.33, 0.42, 0.40, 0.35, 0.19, 0.36, 0.42, 0.38, 0.28, 0.16],
  "homo_lumo_gap_ev": 8.35,
  "spin_multiplicity": 1,
  "de_lowest_kcal_mol": 55.33,
  "total_charge": 1
}

---

Question: What is the formula in the third record?
Answer: C5H14N2O2